[1]
137
Properties=species:S:1:pos:R:3:forces:R:3 method="wB97M-V/def2-TZVPD" gap_ev=7.13 total_energy_ev=-155449.026 homo_energy_ev=-10.7 total_charge=+1 max_force_ev_per_a=1.793 e_lumo_ev=-3.52
C -4.359 0.996 3.372 -0.522 0.118 -0.206
N -3.675 1.380 2.144 0.186 -0.275 0.015
C -2.217 1.340 2.126 -0.175 0.225 -0.001
C -1.605 0.406 1.049 0.165 0.376 -0.164
C -1.193 1.278 -0.142 -0.497 -0.270 -0.195
Br -2.745 1.928 -1.090 -0.084 0.276 -0.100
N -0.368 0.593 -1.150 0.348 0.418 0.904
C 0.478 -0.380 -0.700 0.185 -0.430 -0.098
N 1.645 -0.463 -1.266 -0.209 -0.050 -0.390
N 0.151 -1.279 0.319 -1.289 0.427 -0.239
P -0.812 -2.573 -0.274 0.571 -1.686 0.213
N -0.087 -3.926 -0.226 -0.082 0.331 -0.080
O -2.196 -2.487 0.493 -0.029 0.561 -0.098
O -1.160 -2.167 -1.790 0.240 0.853 0.134
C -0.351 -0.399 1.493 0.145 0.110 -0.151
B 0.877 0.553 1.902 -0.009 -0.127 0.096
O 2.120 -0.020 1.882 -0.130 -0.145 0.066
O 0.731 1.885 2.192 0.130 -0.228 0.426
Si -0.526 -1.444 3.154 -0.064 0.025 0.066
C -2.299 -1.572 3.717 0.116 0.003 0.142
C 0.392 -0.558 4.524 -0.197 -0.144 0.042
C 0.186 -3.153 2.995 -0.147 -0.017 -0.026
H -4.584 -0.073 3.444 0.183 0.008 0.158
H -5.322 1.508 3.412 0.030 0.059 0.031
H -3.794 1.325 4.245 0.081 -0.068 -0.029
H -4.065 0.888 1.351 -0.082 0.101 -0.025
H -1.867 2.356 1.913 0.154 -0.023 0.099
H -1.845 1.103 3.128 0.010 -0.129 -0.058
H -2.401 -0.245 0.688 0.123 -0.270 0.185
H -0.670 2.169 0.194 0.135 -0.052 -0.051
H -0.853 0.309 -1.995 0.212 0.269 -0.220
H 2.027 0.381 -1.700 -0.184 0.059 -0.700
H 2.145 -1.341 -1.330 0.276 0.105 0.739
H -0.578 -4.636 0.301 0.331 -0.275 -0.075
H -2.773 -3.227 0.258 -0.089 0.009 0.048
H -0.451 -2.439 -2.389 -0.234 -0.387 -0.140
H 2.724 0.450 2.468 0.172 0.186 -0.269
H 0.342 2.139 3.044 0.069 0.312 -0.011
H -2.357 -2.449 4.368 -0.053 -0.068 -0.092
H -3.033 -1.673 2.921 -0.007 -0.014 0.016
H -2.556 -0.718 4.345 -0.064 -0.008 -0.091
H 0.066 0.469 4.699 0.160 0.043 0.026
H 0.109 -1.105 5.430 0.029 0.058 0.043
H 1.475 -0.630 4.441 0.017 0.137 -0.019
H 0.190 -3.565 4.009 0.138 0.040 0.016
H 1.188 -3.201 2.576 0.000 -0.008 -0.010
H -0.475 -3.794 2.414 0.074 -0.040 -0.049
C 4.365 2.444 -3.712 -0.047 -0.151 0.105
C 3.126 3.035 -3.077 0.155 0.191 -0.003
O 2.585 2.186 -2.047 0.038 -0.394 0.167
H 4.148 1.468 -4.151 0.021 0.032 -0.061
H 4.744 3.099 -4.496 -0.001 0.005 -0.006
H 5.157 2.310 -2.971 0.017 0.059 -0.015
H 2.333 3.153 -3.814 0.065 0.230 0.362
H 3.338 4.015 -2.645 -0.021 0.014 -0.005
H 3.264 2.102 -1.367 0.001 0.184 0.036
C -2.133 -1.051 9.359 -0.028 0.084 -0.009
C -1.465 -1.021 7.999 0.073 0.017 0.072
O -0.960 0.271 7.668 -0.040 -0.058 -0.066
H -2.949 -0.330 9.398 -0.016 -0.019 -0.006
H -2.532 -2.043 9.575 0.009 -0.006 0.001
H -1.420 -0.794 10.145 0.008 -0.041 0.005
H -2.181 -1.267 7.214 0.011 -0.005 -0.008
H -0.655 -1.759 7.961 -0.039 -0.037 -0.037
H -0.313 0.517 8.336 -0.009 0.050 0.003
C 0.917 -7.324 -2.936 -0.151 0.028 -0.069
C 2.282 -6.724 -3.193 -0.036 0.084 0.208
O 2.182 -5.344 -3.560 0.024 0.077 -0.021
H 0.287 -7.244 -3.824 0.036 -0.028 -0.027
H 0.991 -8.376 -2.659 0.020 0.008 0.030
H 0.414 -6.786 -2.128 0.025 -0.058 0.054
H 2.786 -7.231 -4.014 0.025 0.074 -0.033
H 2.911 -6.813 -2.303 0.072 -0.133 -0.064
H 1.756 -4.897 -2.821 -0.032 -0.022 0.032
C 1.480 -0.024 -4.852 -0.056 -0.056 -0.035
C 1.245 1.420 -5.253 -0.033 -0.129 0.019
O 0.089 1.956 -4.614 0.058 -0.013 0.018
H 0.608 -0.632 -5.101 0.009 0.000 -0.033
H 2.353 -0.445 -5.353 0.032 0.039 0.009
H 1.642 -0.092 -3.773 0.047 0.010 -0.071
H 1.066 1.494 -6.324 -0.037 0.027 -0.004
H 2.123 2.028 -5.015 -0.175 -0.337 -0.422
H 0.232 1.921 -3.662 0.024 0.103 0.049
C 0.916 5.516 3.920 0.001 -0.083 -0.068
C 0.479 4.629 5.067 0.037 0.045 0.004
O 0.858 3.261 4.866 -0.117 -0.171 -0.210
H 0.489 5.165 2.980 -0.022 0.021 0.004
H 0.597 6.545 4.085 0.004 0.002 0.009
H 2.004 5.511 3.817 0.002 0.036 0.028
H -0.605 4.621 5.163 0.002 -0.018 0.016
H 0.898 4.985 6.012 -0.044 0.001 0.016
H 1.818 3.228 4.801 0.014 0.006 0.030
C 2.320 6.191 -4.868 0.089 -0.017 0.000
C 2.301 6.897 -3.524 -0.077 0.120 -0.080
O 3.170 8.018 -3.485 0.063 -0.058 0.017
H 3.332 5.870 -5.118 0.002 -0.011 0.018
H 1.663 5.319 -4.862 -0.037 0.013 -0.008
H 1.980 6.862 -5.659 -0.036 -0.017 0.000
H 2.649 6.234 -2.732 -0.022 0.004 0.013
H 1.279 7.204 -3.276 -0.008 -0.061 0.036
H 2.890 8.647 -4.157 -0.001 0.016 0.002
C -5.583 -2.129 -2.692 0.066 0.003 0.044
C -6.219 -1.211 -1.668 0.019 0.071 -0.062
O -5.271 -0.320 -1.082 0.042 -0.122 0.100
H -4.779 -2.712 -2.238 -0.013 -0.018 0.000
H -6.319 -2.818 -3.110 -0.004 0.004 -0.006
H -5.153 -1.553 -3.515 -0.032 -0.004 -0.019
H -6.637 -1.783 -0.840 -0.013 0.014 0.003
H -7.032 -0.639 -2.124 -0.040 -0.036 0.029
H -4.890 0.216 -1.784 0.019 0.013 0.007
C 4.207 -1.208 -9.249 0.106 0.016 0.063
C 3.460 -0.363 -8.237 0.037 0.147 -0.090
O 4.329 0.461 -7.461 -0.056 -0.056 0.115
H 4.941 -1.840 -8.747 -0.020 -0.023 -0.002
H 3.521 -1.844 -9.809 -0.011 0.011 -0.003
H 4.742 -0.575 -9.960 -0.038 -0.004 -0.031
H 2.940 -0.999 -7.520 -0.019 0.000 -0.013
H 2.717 0.266 -8.737 -0.073 -0.088 -0.002
H 4.800 1.047 -8.061 0.027 -0.005 -0.002
C -6.837 3.203 5.556 -0.003 -0.067 -0.043
C -7.284 2.325 6.708 0.120 -0.023 0.021
O -6.987 0.950 6.478 -0.042 0.005 -0.041
H -7.313 2.882 4.629 -0.018 0.024 0.003
H -7.087 4.249 5.734 0.003 0.000 0.016
H -5.754 3.130 5.421 0.005 0.059 0.009
H -8.364 2.378 6.839 0.000 -0.022 0.004
H -6.816 2.653 7.642 -0.059 0.044 0.013
H -6.034 0.865 6.380 0.011 -0.010 0.016
C 5.644 -4.489 -2.454 -0.039 -0.067 -0.065
C 5.307 -5.335 -1.240 0.135 0.003 -0.060
O 5.495 -6.721 -1.486 -0.100 -0.005 0.022
H 5.035 -4.795 -3.304 -0.035 0.031 0.015
H 5.466 -3.430 -2.257 0.018 0.003 0.013
H 6.695 -4.609 -2.728 0.012 0.039 0.030
H 4.253 -5.221 -0.978 0.003 -0.017 0.023
H 5.903 -5.023 -0.375 -0.051 0.037 0.021
H 6.419 -6.870 -1.708 0.007 -0.013 -0.003

[2]
126
Properties=species:S:1:pos:R:3:forces:R:3 method="wB97M-V/def2-TZVPD" gap_ev=7.71 total_energy_ev=-124331.036 homo_energy_ev=-8.0 max_force_ev_per_a=6.992 e_lumo_ev=-0.32
C 0.338 -1.429 3.553 -0.017 -0.925 0.754
P 1.269 -0.975 1.968 1.242 1.723 0.932
C 2.409 -2.364 1.366 -0.077 -0.687 0.012
C 0.133 -0.310 0.601 -0.788 0.350 -1.224
C 0.008 1.310 0.656 0.100 3.538 -0.342
N -0.021 2.526 0.607 0.081 -6.984 0.337
C -1.308 -1.025 0.483 -0.866 1.320 -1.826
C -1.976 -0.460 -0.894 -1.553 2.566 -2.667
N -2.462 0.149 -1.829 2.762 -3.546 5.168
C -2.353 -0.656 1.656 -0.451 0.229 -0.153
C -2.963 -1.934 2.434 -1.672 -0.201 0.180
C -3.410 -3.137 1.480 1.797 -2.467 -0.235
F -4.634 -3.138 0.728 3.221 0.547 1.385
C -2.535 -4.261 1.317 -1.572 1.788 -0.383
F -1.624 -4.601 2.354 -1.814 0.664 -3.426
F -2.508 -5.040 0.107 0.037 1.514 4.026
H -0.117 -2.481 3.502 0.306 1.589 0.213
H -0.412 -0.615 3.893 1.192 -1.392 -0.852
H 1.135 -1.469 4.398 -1.190 0.114 -1.690
H 2.032 -2.909 0.420 0.725 0.707 1.587
H 2.522 -3.100 2.259 -0.246 1.153 -1.699
H 3.450 -1.882 1.190 -1.991 -0.900 0.129
H 0.680 -0.520 -0.405 -0.769 0.466 1.771
H -1.152 -2.145 0.305 -0.189 1.615 0.493
H -1.854 0.110 2.373 -0.914 -1.573 -1.044
H -3.264 -0.089 1.214 1.685 -0.968 0.571
H -3.920 -1.559 2.974 1.649 -0.612 -0.823
H -2.281 -2.373 3.241 -0.849 0.618 -1.403
C -2.509 -2.543 -3.721 0.024 -0.030 0.309
N -1.694 -2.892 -4.914 0.001 -0.053 -0.058
O -0.651 -3.503 -4.724 -0.444 0.234 -0.435
O -2.126 -2.542 -6.002 0.481 -0.335 0.484
H -2.004 -2.915 -2.830 0.039 0.011 -0.240
H -2.597 -1.458 -3.688 -0.140 -0.181 -0.066
H -3.483 -3.017 -3.838 0.084 0.201 -0.092
C 2.503 4.222 -0.924 -0.228 0.164 0.137
N 3.968 4.107 -1.147 0.013 0.139 -0.030
O 4.634 5.129 -1.060 -0.116 -0.752 -0.080
O 4.402 2.992 -1.403 -0.087 0.778 0.230
H 2.262 5.262 -0.708 0.167 -0.159 -0.045
H 2.005 3.892 -1.835 0.078 -0.118 0.160
H 2.248 3.583 -0.079 0.013 -0.034 -0.187
C -5.636 2.252 -2.174 -0.339 0.077 -0.316
N -5.202 2.703 -0.825 -0.107 0.082 -0.133
O -5.283 3.898 -0.574 0.144 -0.686 0.097
O -4.792 1.844 -0.059 -0.145 0.499 -0.179
H -5.973 3.117 -2.743 0.064 -0.424 0.382
H -4.777 1.785 -2.656 -0.117 -0.094 0.125
H -6.449 1.540 -2.036 0.250 -0.086 0.091
C 6.542 4.096 1.363 0.091 -0.007 -0.365
N 5.586 3.551 2.361 -0.242 -0.126 0.211
O 4.593 2.978 1.934 0.463 0.330 0.398
O 5.863 3.716 3.540 -0.274 -0.192 -0.669
H 6.170 3.878 0.364 0.031 0.012 0.221
H 6.606 5.172 1.523 0.068 -0.157 0.067
H 7.504 3.613 1.530 -0.095 0.147 0.115
C -3.203 5.933 -3.155 0.277 0.199 0.065
N -4.198 5.332 -4.081 -0.149 -0.012 -0.484
O -4.091 5.597 -5.269 -0.222 -0.278 0.732
O -5.052 4.615 -3.582 0.649 0.809 -0.663
H -2.509 6.542 -3.732 -0.186 -0.141 -0.007
H -3.749 6.545 -2.438 0.026 -0.218 0.002
H -2.679 5.116 -2.660 -0.182 0.081 0.049
C 0.171 -6.882 -4.155 -0.063 0.329 -0.194
N 0.959 -7.421 -3.015 0.221 -0.102 0.325
O 1.547 -6.616 -2.309 -0.281 -0.580 -0.292
O 0.959 -8.634 -2.870 0.066 0.753 0.007
H 0.261 -5.797 -4.162 0.034 -0.180 0.101
H 0.581 -7.310 -5.070 -0.159 -0.100 0.119
H -0.867 -7.182 -4.009 0.158 -0.115 -0.085
C -5.628 -0.701 -7.073 -0.114 0.093 -0.336
N -5.195 -0.250 -5.725 0.071 0.251 0.278
O -5.278 0.944 -5.479 0.124 -0.745 0.063
O -4.787 -1.111 -4.960 -0.340 0.626 -0.335
H -5.965 0.164 -7.642 0.082 -0.081 0.199
H -4.769 -1.169 -7.554 -0.114 -0.074 0.158
H -6.442 -1.413 -6.936 0.201 -0.016 0.016
C -4.302 3.946 2.258 0.169 0.309 -0.071
N -3.514 3.397 3.393 0.077 0.040 0.109
O -2.922 4.196 4.106 -0.249 -0.648 -0.166
O -3.516 2.181 3.531 0.174 0.669 0.123
H -4.210 5.031 2.258 0.002 -0.226 0.081
H -3.894 3.526 1.341 -0.179 -0.090 0.271
H -5.340 3.648 2.403 0.168 -0.112 -0.150
C -5.622 6.597 4.754 0.363 -0.075 0.057
N -6.565 6.759 3.615 -0.282 0.086 -0.269
O -6.126 6.566 2.490 -0.435 0.184 0.551
O -7.712 7.073 3.890 0.702 -0.212 -0.294
H -4.644 6.318 4.364 -0.179 0.023 0.011
H -5.570 7.552 5.276 -0.136 -0.153 0.001
H -6.017 5.814 5.400 -0.035 0.190 -0.019
C 5.964 1.543 -3.379 -0.095 0.291 0.068
N 6.873 1.391 -4.546 0.216 -0.035 -0.295
O 7.227 2.411 -5.119 -0.100 -0.682 0.203
O 7.198 0.252 -4.847 -0.109 0.716 0.065
H 5.760 2.601 -3.228 0.148 -0.240 -0.118
H 5.046 1.002 -3.604 0.178 -0.054 0.082
H 6.470 1.121 -2.511 -0.127 -0.059 -0.134
C -1.034 -5.291 -8.019 -0.041 0.345 -0.083
N -1.706 -6.599 -7.800 -0.277 -0.247 0.003
O -2.928 -6.610 -7.804 0.726 -0.190 0.052
O -0.982 -7.569 -7.630 -0.498 0.481 -0.025
H -1.794 -4.523 -8.154 0.080 -0.192 0.094
H -0.427 -5.082 -7.139 0.002 -0.038 -0.142
H -0.417 -5.384 -8.913 0.028 -0.075 0.189
C -0.048 -0.762 8.201 -0.189 0.226 0.206
N 0.855 -0.916 7.031 0.231 0.162 -0.249
O 1.208 0.102 6.456 -0.103 -0.750 0.234
O 1.179 -2.056 6.729 -0.111 0.668 0.113
H -0.251 0.298 8.351 0.102 -0.162 -0.125
H -0.968 -1.303 7.979 0.178 -0.056 0.066
H 0.460 -1.184 9.067 -0.104 -0.082 -0.154
C 6.761 -1.909 3.492 0.234 0.184 0.010
N 5.767 -2.524 2.575 -0.134 -0.053 -0.204
O 5.868 -2.270 1.383 -0.240 -0.268 0.636
O 4.917 -3.242 3.082 0.509 0.373 -0.379
H 7.450 -1.302 2.907 -0.165 -0.143 0.026
H 6.214 -1.293 4.205 -0.007 -0.149 -0.044
H 7.292 -2.719 3.993 -0.202 0.116 -0.102
C 8.472 -2.530 7.371 -0.050 0.143 0.328
N 9.040 -2.351 6.009 0.292 0.217 -0.190
O 9.550 -1.271 5.751 -0.337 -0.731 -0.067
O 8.954 -3.302 5.245 0.164 0.541 0.411
H 8.618 -1.611 7.937 0.028 -0.114 -0.196
H 7.410 -2.749 7.258 0.157 -0.119 -0.018
H 9.000 -3.360 7.840 -0.154 0.007 -0.137